This record from OMol25 describes an isolated molecule of C2H5N3 in a non-equilibrium geometry. The level of theory is ωB97M-V/def2-TZVPD.

Results
- structure (SMILES) = CN(N)C#N
- relative energy (zero: lowest compared OMol25 entry of this formula, charge and spin) (kcal per mole) = 69.2
- total energy (Eh) = -243.3517
- HOMO-LUMO gap (eV) = 10.04

```
! RIJCOSX wB97M-V def2-TZVPD def2/J DEFGRID3
* xyz 0 1
C 0.103 -1.098 -0.892
N 0.099 -0.008 0.585
N -1.148 0.656 0.549
C 1.159 0.674 0.887
N 2.187 1.185 1.115
H 0.776 -0.674 -1.721
H 0.241 -2.165 -0.644
H -1.041 -1.127 -1.180
H -1.082 1.414 -0.138
H -1.293 1.143 1.440
*
```



This record from OMol25 describes a structure of composition C22H38HgO30PS5 in a non-equilibrium geometry. The level of theory is ωB97M-V/def2-TZVPD.

Results
- total energy (Eh) = -5603.9088
- HOMO-LUMO gap (alpha / beta) (eV) = 4.66 / 6.77

```
! RIJCOSX wB97M-V def2-TZVPD def2/J DEFGRID3
* xyz -2 2
Hg 1.879 1.616 -2.516
P 0.700 0.611 -0.517
O 0.006 1.755 -1.255
O 2.148 1.249 -0.320
O 0.953 -0.246 -1.769
O -0.083 -0.076 0.647
C 1.004 2.687 2.737
C 2.455 2.576 2.321
O 3.032 3.469 3.282
S 2.184 4.849 3.574
O 2.389 5.693 2.396
O 2.251 5.323 4.922
O 0.805 3.979 3.436
H 0.712 1.899 3.431
H 0.374 2.707 1.847
H 2.676 2.801 1.278
H 2.879 1.594 2.532
C -2.819 1.152 1.381
C -2.910 2.574 0.829
O -4.272 2.764 0.480
S -5.369 1.716 1.183
O -6.260 1.131 0.156
O -6.005 2.384 2.361
O -4.175 0.739 1.750
H -2.204 1.168 2.280
H -2.351 0.548 0.603
H -2.277 2.534 -0.057
H -2.646 3.249 1.643
C -2.356 0.062 -2.886
C -2.380 -1.237 -2.012
O -3.051 -2.157 -2.926
S -4.232 -1.401 -3.829
O -5.557 -1.285 -3.141
O -4.119 -1.920 -5.199
O -3.593 0.142 -3.584
H -1.609 -0.141 -3.654
H -2.114 0.938 -2.283
H -2.866 -1.122 -1.043
H -1.335 -1.374 -1.734
C 3.065 -1.153 1.016
C 3.268 -1.798 -0.339
O 3.857 -3.088 -0.084
S 4.264 -3.438 1.514
O 5.732 -3.386 1.636
O 3.443 -4.498 2.073
O 3.644 -2.007 1.994
H 2.008 -1.239 1.269
H 3.469 -0.141 0.993
H 3.923 -1.256 -1.021
H 2.288 -2.014 -0.764
C -1.460 -3.794 -0.269
C -0.040 -3.548 -0.432
O 0.657 -4.840 -0.288
S -0.031 -5.669 1.012
O 0.500 -5.151 2.293
O -0.150 -7.124 0.771
O -1.532 -4.938 0.594
H -2.080 -4.089 -1.116
H -1.850 -2.920 0.254
H 0.345 -2.852 0.313
H 0.297 -3.045 -1.338
O 3.054 -0.638 -3.871
C 2.158 -1.167 -4.575
O 2.038 -1.214 -5.862
C 0.900 -1.989 -6.422
C 0.766 -2.998 -5.294
C 1.131 -2.101 -4.081
H 1.070 -2.417 -7.409
H 0.031 -1.332 -6.374
H 1.475 -3.813 -5.445
H -0.229 -3.441 -5.283
H 1.316 -2.699 -3.189
H 0.314 -1.476 -3.721
O 1.766 3.920 -2.615
C 1.077 4.557 -1.738
O 1.577 4.990 -0.539
C 0.691 5.812 0.145
C -0.609 5.635 -0.476
C -0.338 4.866 -1.783
H 0.963 6.861 0.033
H 0.550 5.536 1.190
H -1.060 6.624 -0.560
H -1.460 5.199 0.046
H -0.374 5.394 -2.735
H -0.909 3.945 -1.898
O -1.184 -1.470 7.166
C -0.781 -1.558 5.975
O -1.590 -1.614 4.866
C -0.868 -1.574 3.628
C 0.531 -1.968 4.053
C 0.706 -1.378 5.483
H -0.734 -0.573 3.218
H -1.357 -2.216 2.896
H 1.235 -1.550 3.332
H 0.448 -3.039 3.871
H 0.716 -0.290 5.430
H 1.494 -1.788 6.115
*
```



This record from OMol25 describes a structure of composition C10H20O5Ti. The level of theory is ωB97M-V/def2-TZVPD.

Results
- total energy (Eh) = -1618.1143
- HOMO-LUMO gap (alpha / beta) (eV) = 8.36 / 11.74

```
! RIJCOSX wB97M-V def2-TZVPD def2/J DEFGRID3
* xyz 2 3
Ti 0.752 -0.117 -0.012
C 0.573 0.532 2.922
C 1.342 1.671 2.262
O 0.963 1.818 0.869
C -0.032 2.793 0.467
C -1.292 2.072 0.020
O -0.951 0.915 -0.781
C -1.132 0.913 -2.219
C 0.209 0.616 -2.875
O 0.947 -0.376 -2.121
C 0.808 -1.786 -2.438
C -0.091 -2.497 -1.433
O 0.413 -2.201 -0.102
C -0.502 -2.441 1.000
C 0.110 -1.883 2.287
O 0.677 -0.579 1.997
H -0.483 0.762 3.077
H 1.036 0.272 3.875
H 2.405 1.437 2.242
H 1.204 2.610 2.796
H 0.423 3.369 -0.338
H -0.258 3.466 1.294
H -1.959 2.733 -0.533
H -1.838 1.680 0.878
H -1.511 1.877 -2.555
H -1.877 0.149 -2.441
H 0.849 1.498 -2.872
H 0.083 0.286 -3.906
H 1.816 -2.196 -2.408
H 0.407 -1.907 -3.444
H -0.072 -3.574 -1.605
H -1.125 -2.142 -1.497
H -0.674 -3.511 1.117
H -1.454 -1.949 0.771
H 0.908 -2.517 2.668
H -0.676 -1.792 3.038
*
```